The following is a DFT calculation (the ωB97M-V functional and the def2-TZVPD basis) of a single C6H14N2O molecule at a distorted geometry.

Last column: natural (NBO) charge in e.
Cartesian coordinates (Å):
H  -2.05522  -0.09432  1.45159  0.212
H  -2.61907  -0.82667  -1.55991  0.213
H  0.51319  1.08473  -1.01772  0.207
N  3.24100  1.08119  0.60446  -0.930
H  -0.79337  -1.31832  1.67297  0.201
H  0.73007  -1.94907  -0.27883  0.211
C  2.20060  1.75534  1.02626  0.780
C  0.05523  0.76337  -0.07877  -0.220
H  -0.70319  -2.44862  -1.17780  0.213
H  4.14682  1.52158  0.52270  0.387
C  -0.05158  -1.60101  -0.95608  -0.611
O  1.82873  2.83881  1.38306  -0.616
C  -1.94660  0.00121  -1.32710  -0.602
N  1.15571  0.50139  0.85745  -0.707
H  0.81045  0.20998  1.76801  0.394
H  -1.50737  0.35022  -2.26435  0.211
C  -0.85877  -0.44929  -0.34033  -0.059
H  -0.53106  1.60451  0.30466  0.209
C  -1.52182  -0.91464  0.96550  -0.615
H  2.27022  0.07501  0.48093  0.483
H  0.42364  -1.29011  -1.88923  0.211
H  -2.24209  -1.70965  0.76349  0.218
H  -2.54553  0.81437  -0.91098  0.211

Values from the calculation:
- HOMO energy (hartree) = -0.3528
- total charge = 0
- energy above the lowest of the compared OMol25 structures with the same formula, charge and spin (kJ/mol) = 176.1

The following is a DFT calculation (the ωB97M-V functional and the def2-TZVPD basis) of 4 unconnected molecules or ions with the total composition C6H16O2 at a distorted geometry.

Last column: natural (NBO) charge in e.
Cartesian coordinates (Å):
H  -1.41126  -0.03756  2.51985  0.483
C  0.88196  0.61922  -0.12852  -0.451
H  -2.57905  0.70449  -0.96788  0.236
H  -1.48888  1.09475  1.52825  0.459
H  1.30203  -1.12695  -2.34642  0.214
H  -0.68048  1.47120  -2.11772  0.144
H  1.24763  -0.11658  0.59309  0.212
H  2.11174  0.16387  -3.37066  0.212
O  -1.38688  0.92396  2.47688  -0.937
C  -0.49047  0.09814  -0.48388  -0.002
C  1.83249  0.84724  -1.37118  -0.396
H  -1.40574  2.07813  -0.45018  0.235
C  -0.58470  -1.25022  -0.51365  -0.476
C  -1.55258  1.03163  -0.81220  -0.549
H  2.90143  0.71473  -1.22472  0.216
H  0.42123  0.21587  -2.97399  0.203
H  -1.50283  -1.80777  -0.55770  0.211
H  0.06656  -1.88630  1.65817  0.474
O  -0.05301  -1.93745  2.62137  -0.948
H  0.85192  1.54057  0.43539  0.220
H  1.63099  1.88303  -1.63195  0.200
H  0.77818  -2.31893  2.91454  0.472
C  1.40501  -0.06940  -2.56389  -0.614
H  0.34024  -1.75818  -0.30333  0.183

Values from the calculation:
- HOMO energy (hartree) = -0.3329
- total charge = 0
- energy above the lowest of the compared OMol25 structures with the same formula, charge and spin (kJ/mol) = 315.3

The following is a DFT calculation (the ωB97M-V functional and the def2-TZVPD basis) of a molecular structure, C22H41BrNOP3W at a distorted geometry.

Last column: natural (NBO) charge in e.
Cartesian coordinates (Å):
C  -0.33870  3.97277  3.01958  -0.195
H  3.48834  0.31260  -0.34159  0.267
C  -1.66569  3.92471  3.45698  -0.103
H  -4.36115  -1.33768  1.00417  0.293
C  0.02483  1.68840  -0.38536  -0.716
C  -2.27034  2.68263  3.54181  -0.105
H  3.00132  -2.21743  0.76302  0.259
H  -3.76715  0.33267  0.87876  0.271
H  1.90618  1.30302  -7.51045  0.278
H  2.34218  -2.58003  3.99045  0.289
H  -0.27834  0.22172  -8.14218  0.290
C  -1.75181  -2.87020  1.75616  -0.954
H  -3.41536  -2.22977  -0.87534  0.298
H  -2.06130  2.01028  0.42280  0.281
H  0.09530  -2.22082  -2.35790  0.246
H  -3.64085  -0.52802  2.42129  0.269
H  -2.24536  -1.12851  -1.63184  0.245
C  -1.44103  1.30224  -0.13617  -0.704
C  -1.07004  0.33416  -6.15416  -0.189
H  2.22030  2.17391  -5.19656  0.271
H  3.30223  -0.18950  -2.04353  0.284
H  -2.20142  4.82097  3.75264  0.294
H  2.36845  1.17561  -1.40944  0.253
H  0.44805  1.79846  -3.45985  0.236
H  -1.39996  -0.93020  -3.79301  0.516
O  -1.57210  0.01578  -3.84172  -0.665
C  0.27464  2.80927  2.55191  0.036
H  -1.97198  0.98381  -1.04227  0.275
C  2.32684  -2.46011  -0.06474  -0.929
C  1.12301  1.15568  -6.75599  0.052
H  -2.01253  -0.17250  -6.40440  0.286
H  3.66543  -0.43339  3.52173  0.300
H  1.68255  -0.50593  5.30948  0.292
H  -2.68062  -3.45852  1.70638  0.305
C  -0.77806  0.59883  -4.80989  0.482
C  1.55950  -2.45119  3.22831  -0.918
H  0.32510  1.60194  -1.43306  0.234
H  0.22022  4.91334  3.00975  0.290
C  2.76798  0.18431  -1.15702  -0.927
H  0.89207  0.97412  4.70525  0.256
H  1.32479  2.76646  2.22476  0.233
P  -1.94550  -1.31719  0.82012  1.039
C  1.29991  1.64178  -5.45337  -0.138
H  -1.52944  -2.67763  2.81179  0.261
H  1.81741  -2.29026  -2.71143  0.293
C  0.91494  -0.11882  4.62267  -0.915
H  -0.05997  -0.52254  4.92146  0.260
H  0.62601  -2.88223  3.61115  0.264
C  -1.56273  1.52217  3.20745  0.026
W  -0.11728  0.14928  0.94193  1.125
H  1.85297  -3.00972  2.33567  0.253
P  1.42234  -0.97749  -0.67178  0.944
C  -3.56988  -0.64681  1.33475  -0.933
H  2.93332  -2.92509  -0.85698  0.291
C  3.02977  0.01315  2.74286  -0.923
C  1.01734  -1.62316  -2.36182  -0.893
P  1.33032  -0.65386  2.91898  0.906
C  -2.36170  -1.91151  -0.86825  -0.927
H  3.01972  1.10297  2.88467  0.263
Br  -4.11699  2.49249  3.99995  0.222
H  0.32837  2.66175  0.01133  0.277
C  -0.08622  0.54041  -7.11033  -0.160
N  -0.42642  1.63787  2.43880  -0.557
C  0.31452  1.41795  -4.47454  -0.251
H  -1.90944  0.51917  3.44449  0.236
H  -0.93754  -3.47974  1.34236  0.263
H  -1.74368  -2.77289  -1.14797  0.259
H  3.46051  -0.20694  1.75887  0.241
H  0.94445  -0.80101  -3.08578  0.244
H  1.61942  -3.22599  0.27422  0.257

Values from the calculation:
- multiplicity = 3
- HOMO energy (spin up / spin down) (hartree) = -0.7278 / -0.7281
- total charge = +4
- energy above the lowest of the compared OMol25 structures with the same formula, charge and spin (kJ/mol) = 0.0

The following is a DFT calculation (the ωB97M-V functional and the def2-TZVPD basis) of a single C5H7N3 molecule at a distorted geometry.

Last column: natural (NBO) charge in e.
Cartesian coordinates (Å):
H  -2.12870  3.13727  -0.31375  0.255
H  -1.36265  -1.38973  -1.47553  0.206
C  1.99890  -0.07119  0.23712  0.269
H  3.49430  0.89731  0.58415  0.337
N  2.75530  0.88349  -0.12706  -0.694
N  0.90775  -0.44478  -0.49034  -0.473
C  -1.38202  -0.44307  0.52778  -0.177
H  0.54039  0.18662  -1.27067  0.385
H  -1.60504  -2.57894  -0.18492  0.210
C  -1.79630  2.09487  -0.12994  -0.216
H  -1.65897  -0.73508  1.57947  0.238
H  2.15029  -0.73387  1.14086  0.166
C  -1.63818  0.93616  0.14668  -0.041
C  -1.24693  -1.57454  -0.42574  -0.242
N  -0.09769  -1.07257  0.30382  -0.222

Values from the calculation:
- HOMO energy (hartree) = -0.3304
- total charge = 0
- energy above the lowest of the compared OMol25 structures with the same formula, charge and spin (kJ/mol) = 496.7

The following is a DFT calculation (the ωB97M-V functional and the def2-TZVPD basis) of a molecular structure, C41H65Br2CrN5Si at a distorted geometry.

Last column: Mulliken spin population.
Cartesian coordinates (Å):
H  2.58529  -2.84683  1.41786  0.001
H  -0.80152  -2.90292  -2.16709  -0.003
C  -2.05843  0.47767  1.86478  0.009
H  5.97416  -1.21086  0.66453  0.000
C  1.03380  2.75308  2.15609  0.010
C  -2.45504  3.77596  -1.45752  -0.002
H  -4.07479  0.71601  3.60811  0.001
H  -0.25629  3.19209  4.48753  0.001
C  -3.19589  0.45059  1.01856  -0.038
H  6.06358  1.92158  -1.37117  0.000
Br  0.93159  0.01251  -0.07821  0.011
H  -3.72898  -1.73802  2.49505  -0.002
C  -2.34076  -4.63936  0.91258  -0.005
H  -0.46260  0.35491  4.07420  0.000
H  3.28222  -3.63651  -0.35694  0.000
H  0.15554  4.30921  -1.55170  0.001
H  3.16032  0.75553  2.29884  0.000
H  4.09406  3.22660  -0.63051  0.000
C  0.29206  0.78091  3.41252  -0.006
C  -1.52163  0.26355  -3.09543  0.081
H  -2.48846  2.96670  -2.18784  -0.001
H  3.33016  -2.36519  2.94417  0.000
H  0.18251  -4.28852  2.89995  -0.001
H  -2.49480  4.81884  1.03846  -0.001
H  -2.15636  4.68152  -1.98666  0.000
H  -0.05644  2.55542  -1.70988  0.010
N  -4.83163  -2.69382  -2.05463  0.001
H  6.02579  0.15862  -1.44238  0.000
C  -1.46901  0.10740  -4.47692  -0.012
H  4.14387  2.35018  -2.83069  0.000
C  -1.30000  -0.80002  -2.22269  -0.294
H  -5.79591  0.83191  3.20855  0.000
C  3.88391  -1.06267  1.32341  0.002
C  -0.21796  2.02519  2.65770  -0.009
C  2.31264  -1.55466  -2.92918  -0.012
H  -6.66268  0.06967  1.07076  0.001
C  -1.80843  2.24148  0.43975  -0.018
H  -1.78661  2.37634  4.13099  -0.001
H  -5.58564  -2.95181  -2.67062  0.000
H  1.69414  2.94999  3.00293  0.000
C  -4.57121  0.06397  1.58217  0.009
H  5.92978  0.99231  0.11682  0.000
H  -3.10071  -5.36850  0.65807  -0.001
C  -1.50479  4.73563  0.58536  0.006
Cr  -1.72173  -0.62860  -0.20653  3.203
H  -1.33190  3.82473  3.23392  0.000
H  -0.74389  -3.19857  -4.59171  -0.001
H  -0.76857  4.70527  1.38203  0.000
C  -0.95827  -2.22433  -4.17149  -0.006
H  1.63836  -3.04728  -0.69959  0.003
N  -4.24110  -3.62973  -1.30090  0.004
C  4.62547  -2.22487  -2.26223  -0.001
C  -4.27170  -1.49280  -1.87581  0.028
H  3.77676  2.24759  0.80028  0.000
C  2.63089  -3.22005  -1.12644  0.007
H  2.28064  -2.39290  -3.63165  0.000
C  -1.25597  1.62424  1.60812  -0.045
C  -4.78408  0.96141  2.81793  -0.005
H  0.72278  3.22942  -0.27911  0.000
H  1.29155  -1.34890  -2.61273  0.004
C  -0.94602  2.91311  3.68744  0.003
N  -1.40278  -2.46514  0.57741  -0.185
H  5.05614  -1.35373  -2.75883  0.000
H  -3.45993  3.94410  -1.06587  0.001
C  -1.00541  -2.03953  -2.79676  0.055
Br  -1.15138  -1.38008  -6.89067  0.001
H  0.81575  3.71221  1.69812  0.000
C  4.08533  1.11989  -1.06454  -0.003
C  -0.54269  -4.03526  2.13759  -0.010
H  4.29064  -0.20422  3.25622  0.000
H  -4.91138  -2.06047  1.21179  0.001
H  -1.64442  0.94851  -5.13485  -0.001
H  -4.54278  -0.59808  -2.41026  -0.002
C  4.06959  0.15283  2.24650  0.002
C  3.20540  -1.93666  -1.74171  0.003
Si  3.31096  -0.52709  -0.43959  0.022
H  1.98338  -1.43154  2.30284  0.001
H  5.30211  -2.52740  -1.46122  0.000
H  1.14074  1.06220  4.03747  0.000
C  -0.51219  -2.80155  1.51742  0.034
H  -5.45120  -1.51047  2.78786  0.000
H  2.68282  -0.68731  -3.47101  0.000
C  -2.33296  -3.39991  0.28523  0.067
H  4.89852  0.78760  1.93486  0.000
C  5.22643  -1.80355  1.19479  0.000
C  2.87771  -1.98900  2.02213  0.001
H  4.58970  -3.03671  -2.99293  0.000
C  -3.32246  -2.94794  -0.66914  0.029
H  4.19122  0.63017  -3.19846  0.000
H  1.57121  2.13022  1.44104  -0.007
H  -4.64923  2.01254  2.55375  0.000
N  -1.44919  -4.96333  1.83384  0.028
H  0.23886  -2.06371  1.76249  0.052
C  -4.66384  -1.39884  2.04078  0.019
C  -1.19970  -1.14361  -5.00389  0.018
C  3.74351  1.37530  -2.54044  0.001
H  -1.99114  -0.11542  2.76514  -0.001
H  2.51269  2.47237  -0.42067  0.006
H  -1.73207  1.25194  -2.70292  -0.031
C  -2.94458  1.47558  0.06341  0.058
H  5.61821  -2.01433  2.19324  0.000
C  -0.06624  3.39035  -1.00421  -0.001
H  -5.61485  -0.14845  -0.32652  0.000
H  -5.77853  1.44744  0.41664  0.001
N  -3.31911  -1.61672  -0.98308  -0.115
C  3.58176  2.33105  -0.26818  -0.013
H  0.62549  0.01351  2.71293  0.011
C  -5.71803  0.37705  0.61850  -0.002
H  -1.32288  5.63929  0.00060  0.000
H  2.52941  -3.97496  -1.91098  0.000
H  2.66450  1.39759  -2.70735  0.000
C  -1.44214  3.50421  -0.33406  0.013
H  -3.66169  1.77343  -0.68637  0.011
H  5.11314  -2.75740  0.67716  0.000
C  5.61544  1.02965  -0.92642  0.001

Values from the calculation:
- multiplicity = 4
- HOMO energy (spin up / spin down) (hartree) = -0.3605 / -0.3808
- total charge = +1
- energy above the lowest of the compared OMol25 structures with the same formula, charge and spin (kJ/mol) = 163.9

The following is a DFT calculation (the ωB97M-V functional and the def2-TZVPD basis) of 2 unconnected molecules or ions with the total composition C17H16FN3O3S at a distorted geometry.

Last column: natural (NBO) charge in e.
Cartesian coordinates (Å):
H  1.77399  -1.08281  -1.94924  0.358
C  -1.73468  1.56126  -2.04263  -0.129
C  2.09628  1.54156  -0.17580  0.050
H  1.84365  1.52900  3.31405  0.248
H  -3.29006  1.11504  -3.24748  0.203
C  -4.05566  1.17945  -1.20377  -0.334
C  1.63307  1.32684  1.37409  0.359
C  2.39726  -1.38783  0.00785  0.650
H  -3.79882  -1.62840  0.86309  0.241
H  -3.70826  -3.19842  0.37539  0.237
O  -1.97818  -1.95094  -1.17413  -0.317
H  -5.04576  1.11573  -1.58050  0.228
C  -3.04206  -2.51463  0.88994  -0.681
O  0.38800  1.11375  1.29368  -0.353
S  3.93846  0.02988  -1.73473  0.111
N  -0.66182  -1.73788  -1.84773  -0.212
H  -0.85633  1.54964  -2.52712  0.236
C  -1.43074  1.37275  -0.32952  -0.078
H  3.44665  1.68614  2.48789  0.252
C  2.44022  1.30569  2.47855  -0.723
F  -4.75110  0.76745  1.10958  -0.295
H  3.48352  2.43923  -1.31797  0.215
C  -0.05200  1.36231  0.03001  0.348
N  1.10311  1.69913  -0.91043  -0.404
C  -3.81896  1.10157  0.23279  0.441
H  4.13686  -1.88261  -0.92758  0.240
C  -0.39891  -1.92640  0.47876  -0.407
N  1.39114  -1.53088  -0.68374  -0.533
H  4.38586  -0.61414  0.51568  0.268
C  0.19149  -1.68100  -0.70273  0.282
C  3.48603  1.76586  -0.57859  -0.395
O  2.15259  -1.66251  1.19506  -0.669
C  -3.11134  1.30992  -2.02391  -0.195
C  -2.44259  1.12492  0.41762  -0.316
H  -2.77176  -2.90484  1.97649  0.229
H  -0.14402  -2.14264  1.74474  0.293
H  2.50417  0.10546  2.62247  0.283
H  4.26010  1.99650  0.19997  0.230
C  3.86094  -1.13344  -0.36451  -0.586
H  -2.12186  1.02717  1.62909  0.200
C  -1.69848  -2.14687  0.08532  0.424

Values from the calculation:
- HOMO energy (hartree) = -0.2563
- total charge = 0

total charge of number 2 (C6H16O2)? 0

Which of these has the highest total charge? C22H41BrNOP3W